This record from the OMol25 dataset describes C4H5GaO3 as an isolated structure in a non-equilibrium geometry. The level of theory is wB97M-V/def2-TZVPD.

Last column: Mulliken charge in e.
Geometry (Å):
O  0.60  -0.21  1.00  -0.3496
C  1.63  -0.71  0.50  0.1109
C  1.75  -0.84  -0.99  -0.3813
O  0.56  -0.72  -1.65  -0.3926
Ga  -0.70  -0.14  -0.51  0.8303
H  2.57  -0.69  1.09  0.3562
H  2.25  -1.82  -1.15  0.3069
H  2.52  -0.09  -1.30  0.2632
O  -2.35  -0.61  0.34  -0.5194
C  -2.48  0.72  0.52  -0.2170
C  -1.42  1.55  0.33  -0.7288
H  -3.42  1.02  1.03  0.3841
H  -1.50  2.54  0.80  0.3371

HOMO-LUMO gap = 7.103 eV
electronic energy = -2305.842110 Eh

***

This record from the OMol25 dataset describes C13H33AsMnN4O10P2S2Si2 as an isolated structure. The level of theory is wB97M-V/def2-TZVPD.

Last column: Mulliken charge in e.
Geometry (Å):
Mn  -0.09  -0.35  0.21  1.6285
N  -2.31  -2.73  2.28  -0.0694
C  -2.03  -1.69  3.34  0.9403
C  -2.71  -2.11  4.63  -1.8463
P  -0.20  -1.66  3.44  0.2109
O  -0.03  -3.28  3.73  -0.6467
O  0.37  -0.92  4.58  -0.9286
O  0.21  -1.44  2.02  0.4997
P  -2.75  -0.11  2.67  0.6287
O  -4.15  -0.78  2.08  -0.6198
O  -3.15  0.76  3.80  -0.8665
O  -1.91  0.30  1.52  -0.5707
H  -1.90  -3.63  2.55  0.4039
H  -1.91  -2.50  1.31  -0.3460
H  -3.31  -2.81  2.15  0.4532
H  -2.33  -3.07  4.99  0.4241
H  -3.79  -2.18  4.49  0.4329
H  -2.52  -1.34  5.38  0.3752
H  0.84  -3.44  4.12  0.3289
H  -4.87  -0.35  2.54  0.2784
C  3.27  0.66  3.85  -0.8300
N  3.33  0.09  2.51  0.2851
C  4.26  -0.81  2.13  -0.0487
C  4.25  -1.37  0.91  -1.3525
C  3.14  -1.04  0.05  0.6290
N  2.20  -0.20  0.44  0.2198
C  2.29  0.46  1.63  -0.0917
O  1.50  1.32  1.97  -0.5980
N  3.09  -1.55  -1.18  -0.0826
H  4.15  0.33  4.40  0.3213
H  2.35  0.33  4.35  0.2220
H  3.25  1.75  3.78  0.2485
H  5.02  -1.03  2.87  0.2955
H  5.01  -2.07  0.60  0.3528
H  3.67  -2.36  -1.36  0.2690
H  2.17  -1.57  -1.67  0.1638
C  1.36  1.11  -4.11  -0.9613
Si  1.25  2.31  -2.66  0.2647
C  1.18  4.04  -3.44  -1.1259
C  2.94  2.25  -1.81  -0.8861
As  -0.44  2.03  -1.10  -0.2180
Si  -2.23  1.63  -2.53  0.3420
C  -2.16  0.19  -3.74  -0.8277
C  -3.74  1.37  -1.43  -0.7986
C  -2.61  3.14  -3.62  -1.1722
H  2.31  1.24  -4.63  0.4014
H  0.56  1.28  -4.83  0.2702
H  1.28  0.07  -3.77  0.1317
H  2.03  4.21  -4.12  0.3014
H  1.21  4.80  -2.66  0.2772
H  0.26  4.20  -4.01  0.2218
H  3.71  2.65  -2.48  0.4298
H  3.20  1.23  -1.55  0.0951
H  2.94  2.85  -0.89  0.2479
H  -1.85  -0.73  -3.25  0.0711
H  -1.47  0.37  -4.57  0.2734
H  -3.16  0.03  -4.16  0.3353
H  -3.60  0.48  -0.81  -0.0213
H  -4.65  1.25  -2.03  0.3741
H  -3.87  2.22  -0.75  0.2610
H  -1.83  3.27  -4.38  0.2167
H  -2.66  4.05  -3.03  0.2741
H  -3.56  3.00  -4.14  0.3459
O  0.56  -1.91  -2.27  -0.8099
S  -0.04  -2.93  -1.38  0.9028
O  0.78  -3.07  -0.17  -0.6063
O  -0.32  -4.19  -2.06  -0.7283
S  -1.81  -2.06  -0.76  -0.5960

relative energy (zero: lowest compared OMol25 entry of this formula, charge and spin) = 9.1 kJ/mol
HOMO-LUMO gap (alpha / beta) = 5.349 / 5.646 eV
electronic energy = -6931.970888 Eh
charge = -2
2S+1 = 6

***

This record from the OMol25 dataset describes one molecule with the formula C14H18N4O3S2 in a non-equilibrium geometry. The level of theory is wB97M-V/def2-TZVPD.

Last column: Mulliken charge in e.
Geometry (Å):
C  1.96  -2.05  -3.58  -1.6619
H  1.83  -2.56  -4.53  0.4442
H  2.98  -1.66  -3.54  0.3987
H  1.84  -2.79  -2.79  0.3549
C  0.95  -0.91  -3.46  1.8418
C  1.14  0.07  -4.62  -1.7581
H  0.99  -0.43  -5.57  0.4235
H  0.43  0.89  -4.54  0.3694
H  2.14  0.50  -4.60  0.3830
C  1.21  -0.16  -2.16  0.2631
O  1.54  1.00  -2.08  -0.7324
N  1.03  -0.90  -1.02  0.0915
C  1.17  -0.34  0.22  0.2833
N  0.92  -0.97  1.32  -0.7991
N  1.09  -0.21  2.40  -0.2476
C  1.48  0.99  2.14  0.5267
S  1.75  2.22  3.32  -0.1215
C  0.97  1.48  4.80  -0.7059
H  1.37  0.47  4.92  0.3740
H  1.26  2.13  5.62  0.3968
C  -0.54  1.51  4.61  0.5312
O  -1.21  2.47  4.92  -0.6532
N  -1.04  0.38  4.07  -0.2144
H  -0.37  -0.30  3.69  0.4258
C  -2.36  0.35  3.47  -1.1143
C  -2.25  0.46  1.98  0.4328
C  -1.79  1.48  1.19  -0.5265
C  -1.81  0.99  -0.14  -0.2259
C  -2.27  -0.29  -0.05  -0.5491
O  -2.53  -0.62  1.22  -0.3908
H  -2.46  -1.04  -0.80  0.5405
H  -1.52  1.52  -1.02  0.5233
H  -1.49  2.45  1.52  0.6003
H  -2.86  -0.59  3.73  0.2879
H  -2.92  1.20  3.88  0.4419
S  1.68  1.32  0.42  -0.1036
H  0.73  -1.86  -1.04  0.2715
C  -0.48  -1.45  -3.47  -1.5702
H  -1.19  -0.65  -3.28  0.3237
H  -0.70  -1.89  -4.44  0.4705
H  -0.63  -2.22  -2.71  0.3744

relative energy (zero: lowest compared OMol25 entry of this formula, charge and spin) = 6.1 kJ/mol
SMILES string = CC(C)(C)C(=O)Nc1nnc(SCC(=O)NCc2ccco2)s1
HOMO-LUMO gap = 8.834 eV
electronic energy = -1785.419097 Eh

***

This record from the OMol25 dataset describes one molecule with the formula C4H8N2OS in a non-equilibrium geometry. The level of theory is wB97M-V/def2-TZVPD.

Last column: Mulliken charge in e.
Geometry (Å):
C  0.19  -1.85  1.81  -0.8872
C  0.10  0.47  0.98  0.1294
C  -0.52  0.94  -1.39  -0.0026
C  -0.30  1.75  -2.42  -0.7470
H  -0.60  -1.58  2.55  0.3385
H  0.05  -2.88  1.46  0.2540
H  1.18  -1.83  2.33  0.3251
H  0.14  -1.64  -0.97  0.3302
H  0.02  2.31  0.13  0.3017
H  -1.05  -0.01  -1.51  0.2926
H  -0.76  1.58  -3.41  0.2446
H  0.48  2.50  -2.26  0.2624
N  0.18  -0.87  0.76  0.1731
N  0.03  1.27  -0.14  -0.2010
O  0.83  -1.28  -0.40  -0.4062
S  0.06  1.13  2.48  -0.4073

relative energy (zero: lowest compared OMol25 entry of this formula, charge and spin) = 256.4 kJ/mol
SMILES string = C=CNC(=S)N(C)O
HOMO-LUMO gap = 8.856 eV
electronic energy = -740.064374 Eh

***

This record from the OMol25 dataset describes C6H6O as an isolated structure. The level of theory is wB97M-V/def2-TZVPD.

Last column: Mulliken charge in e.
Geometry (Å):
O  0.52  -0.29  1.21  -0.4231
C  0.58  0.92  0.41  0.1354
C  0.84  0.07  -0.85  -0.3895
C  0.41  -1.05  0.05  0.4177
C  -0.06  -2.29  -0.01  -0.8716
C  -0.71  1.60  0.42  -0.8992
C  -1.80  2.12  0.43  0.3091
H  -0.38  -2.76  0.92  0.2593
H  1.39  1.58  0.75  0.2997
H  1.91  0.03  -1.09  0.2243
H  0.25  0.30  -1.74  0.2810
H  -0.16  -2.82  -0.95  0.2529
H  -2.77  2.57  0.44  0.4041

relative energy (zero: lowest compared OMol25 entry of this formula, charge and spin) = 327.0 kJ/mol
HOMO-LUMO gap = 9.979 eV
electronic energy = -307.338892 Eh

***

> Which of these has the highest electronic energy?

C6H6O

***

> What is the electronic energy in the fourth record?

-740.064374 Eh